A structure of composition C31H51BrN2O2PPdS. Source: the Open Molecules 2025 dataset; level of theory: wB97M-V/def2-TZVPD.

Calculated values
* Kohn-Sham gap (alpha / beta): 6.741 / 5.914 eV
* E: -133693.925 eV
* energy above the lowest of the compared OMol25 structures with the same formula, charge and spin: 0.0 kJ/mol
* net charge: -1
* multiplicity: 5
* E_LUMO (alpha / beta): 0.0938 / 0.0647 Eh

Atoms and positions in Å:
Pd  0.25  0.96  0.41
C  -0.82  -4.61  -5.15
C  -0.19  -3.31  -5.66
C  1.30  -3.55  -5.93
C  -0.86  -2.94  -6.98
C  -0.35  -2.21  -4.61
C  0.19  -2.37  -3.34
C  0.06  -1.38  -2.39
Br  0.81  -1.72  -0.68
C  -0.60  -0.15  -2.58
O  -0.68  0.76  -1.68
C  -1.18  0.00  -3.89
C  -1.03  -1.02  -4.83
C  -1.99  1.23  -4.36
C  -1.29  1.85  -5.58
C  -3.40  0.78  -4.75
C  -2.14  2.35  -3.32
H  -0.74  -5.40  -5.90
H  -1.88  -4.46  -4.93
H  -0.34  -4.96  -4.24
H  1.43  -4.32  -6.70
H  1.82  -3.89  -5.03
H  1.78  -2.63  -6.27
H  -0.72  -3.75  -7.70
H  -0.43  -2.03  -7.41
H  -1.93  -2.78  -6.85
H  0.73  -3.28  -3.07
H  -1.47  -0.86  -5.80
H  -1.24  1.16  -6.42
H  -0.27  2.15  -5.33
H  -1.84  2.74  -5.91
H  -3.39  0.06  -5.57
H  -4.00  1.64  -5.06
H  -3.90  0.31  -3.90
H  -1.18  2.75  -3.03
H  -2.64  2.00  -2.41
H  -2.74  3.15  -3.78
S  2.89  0.98  0.46
C  2.63  2.39  -0.50
C  3.60  3.23  -1.06
C  3.19  4.32  -1.78
C  1.83  4.59  -1.94
C  0.93  3.71  -1.36
N  1.33  2.65  -0.68
H  4.65  3.00  -0.92
H  3.92  4.99  -2.23
H  1.48  5.45  -2.50
H  -0.14  3.84  -1.44
C  1.48  -2.26  2.97
C  1.53  -1.26  4.14
C  1.43  -2.00  5.47
C  2.92  -0.62  4.03
P  0.22  0.08  3.78
N  0.17  0.47  2.29
C  -1.47  -0.61  4.31
C  -1.72  -0.69  5.82
C  -2.55  0.26  3.64
C  -1.65  -2.01  3.70
C  0.62  1.61  4.83
C  -0.61  2.53  4.85
C  1.68  2.41  4.05
C  1.08  1.35  6.26
H  2.33  -2.94  3.06
H  1.56  -1.72  2.03
H  0.58  -2.86  2.95
H  2.31  -2.66  5.57
H  0.55  -2.63  5.54
H  1.44  -1.33  6.33
H  3.67  -1.42  4.00
H  3.17  0.02  4.88
H  3.02  -0.04  3.11
H  -1.78  0.30  6.28
H  -0.96  -1.27  6.35
H  -2.68  -1.18  5.98
H  -2.59  1.27  4.04
H  -3.52  -0.21  3.81
H  -2.36  0.34  2.57
H  -1.04  -2.77  4.18
H  -1.43  -2.00  2.63
H  -2.70  -2.30  3.82
H  -0.99  2.70  3.84
H  -0.30  3.49  5.26
H  -1.41  2.15  5.49
H  1.34  2.59  3.03
H  2.65  1.92  4.00
H  1.82  3.37  4.55
H  0.36  0.77  6.83
H  1.18  2.32  6.76
H  2.04  0.86  6.32
O  -0.85  2.62  1.22


A cluster of 3 separate species, C31H51ClN2O13P2S4 in total. Source: the Open Molecules 2025 dataset; level of theory: wB97M-V/def2-TZVPD.

Calculated values
* SMILES: CCCCN(CCCCN1C(=O)c2c(O)c(C[C@H](C)Cl)c(P(=O)(O)O)c(P(=O)(O)O)c2C1=O)C(=S)SCCC.O=S1(=O)CCCC1.O=S1(=O)CCCC1
* Kohn-Sham gap: 7.354 eV
* E: -137017.367 eV
* net charge: 0
* E_LUMO: -0.0360 Eh

Atoms and positions in Å:
C  -1.97  6.06  -3.20
C  -3.49  6.08  -2.97
C  -3.99  4.95  -2.08
C  -3.72  3.54  -2.59
N  -4.43  3.06  -3.79
C  -3.81  3.41  -5.08
C  -2.96  2.21  -5.55
C  -3.71  0.88  -5.57
C  -2.95  -0.23  -4.86
N  -2.55  0.16  -3.52
C  -3.25  -0.36  -2.42
O  -4.22  -1.04  -2.45
C  -2.43  0.04  -1.24
C  -2.76  0.16  0.09
O  -4.03  -0.07  0.51
C  -1.78  0.59  1.01
C  -2.26  0.72  2.44
C  -2.16  -0.59  3.26
C  -1.44  -1.75  2.59
Cl  -3.84  -1.21  3.57
C  -0.47  0.92  0.56
P  0.75  1.53  1.77
O  0.73  2.99  1.88
O  2.15  0.91  1.36
O  0.49  0.86  3.20
C  -0.15  0.83  -0.83
P  1.47  1.29  -1.54
O  2.48  0.25  -1.44
O  1.91  2.61  -0.74
O  1.25  1.80  -3.03
C  -1.15  0.36  -1.68
C  -1.18  0.05  -3.17
O  -0.31  -0.31  -3.87
C  -5.82  3.24  -3.74
S  -6.66  4.47  -4.36
S  -6.69  1.86  -2.98
C  -7.19  2.48  -1.33
C  -7.29  1.29  -0.37
C  -8.69  1.13  0.21
H  -1.45  5.31  -2.62
H  -1.75  5.86  -4.25
H  -1.55  7.04  -3.01
H  -3.99  6.00  -3.93
H  -3.77  7.05  -2.57
H  -3.48  5.03  -1.12
H  -5.05  5.09  -1.86
H  -2.66  3.45  -2.81
H  -3.91  2.83  -1.78
H  -4.59  3.58  -5.80
H  -3.14  4.26  -5.01
H  -2.17  2.12  -4.81
H  -2.48  2.44  -6.50
H  -3.82  0.57  -6.61
H  -4.73  0.96  -5.18
H  -3.57  -1.12  -4.83
H  -2.08  -0.50  -5.46
H  -4.23  -1.01  0.55
H  -1.74  1.52  2.94
H  -3.30  1.01  2.39
H  -1.75  -0.40  4.24
H  -2.01  -2.11  1.74
H  -1.39  -2.57  3.30
H  -0.42  -1.50  2.29
H  2.83  1.48  1.74
H  0.70  -0.08  3.15
H  1.24  3.31  -0.82
H  0.76  2.63  -3.09
H  -8.19  2.90  -1.44
H  -6.52  3.26  -0.97
H  -6.54  1.33  0.40
H  -7.09  0.38  -0.94
H  -8.93  1.92  0.91
H  -9.44  1.02  -0.57
H  -8.70  0.20  0.79
C  4.98  -1.20  0.64
C  6.49  -1.18  0.89
C  6.73  -1.67  2.32
S  5.36  -2.77  2.71
O  4.57  -2.18  3.76
O  5.84  -4.12  2.80
C  4.49  -2.55  1.16
H  4.73  -1.06  -0.41
H  4.50  -0.39  1.20
H  6.98  -1.85  0.18
H  6.91  -0.18  0.74
H  7.66  -2.23  2.43
H  6.70  -0.85  3.04
H  3.42  -2.58  1.34
H  4.79  -3.36  0.49
C  9.09  -5.54  5.85
C  7.73  -5.84  5.22
C  7.91  -7.07  4.32
S  9.26  -8.02  5.03
O  10.36  -8.03  4.10
O  8.75  -9.25  5.58
C  9.63  -6.88  6.35
H  9.01  -4.82  6.66
H  9.77  -5.13  5.10
H  7.00  -6.06  6.00
H  7.35  -5.00  4.65
H  7.02  -7.70  4.29
H  8.20  -6.79  3.31
H  10.70  -6.88  6.54
H  9.09  -7.22  7.24


A structure of composition C31H51CoN6S3Si3. Source: the Open Molecules 2025 dataset; level of theory: wB97M-V/def2-TZVPD.

Calculated values
* Kohn-Sham gap (alpha / beta): 4.139 / 4.377 eV
* E: -135672.792 eV
* net charge: +1
* multiplicity: 2
* E_LUMO (alpha / beta): -0.1511 / -0.1473 Eh

Atoms and positions in Å:
Co  0.26  -0.29  0.52
C  -5.24  0.99  -1.36
C  -5.13  1.76  -0.06
S  -3.42  1.86  0.59
C  -3.47  0.84  2.10
C  -3.35  -0.65  1.88
S  -1.81  -1.24  1.07
C  -2.52  -1.93  -0.47
C  -3.15  -0.90  -1.39
S  -4.98  -0.80  -1.15
H  -4.53  1.35  -2.10
H  -6.25  1.09  -1.76
H  -5.77  1.32  0.71
H  -5.43  2.80  -0.23
H  -4.41  1.05  2.62
H  -2.65  1.21  2.71
H  -4.15  -1.02  1.25
H  -3.38  -1.17  2.85
H  -3.25  -2.68  -0.16
H  -1.69  -2.42  -0.97
H  -2.97  -1.17  -2.44
H  -2.76  0.10  -1.20
C  1.83  4.19  1.25
Si  0.22  3.21  0.99
C  -0.86  4.30  -0.15
C  -0.62  3.00  2.70
C  0.52  1.54  0.18
Si  1.23  1.58  -2.85
C  -0.65  1.34  -2.63
C  1.86  3.37  -2.76
C  1.79  0.84  -4.51
Si  3.05  0.66  1.04
C  4.46  1.92  1.20
C  2.20  0.38  2.72
C  2.87  -2.19  0.19
C  3.41  -3.41  -0.21
C  2.63  -4.55  -0.23
C  1.30  -4.43  0.15
C  0.82  -3.18  0.49
N  1.57  -2.07  0.50
H  1.61  5.24  1.36
H  2.52  4.09  0.41
H  2.35  3.88  2.15
H  -1.00  5.27  0.32
H  -1.84  3.87  -0.32
H  -0.39  4.46  -1.11
H  -1.64  3.35  2.68
H  -0.10  3.58  3.46
H  -0.62  1.96  3.03
H  -1.14  2.25  -2.30
H  -0.84  0.58  -1.87
H  -1.11  1.03  -3.55
H  1.68  3.84  -1.80
H  1.39  3.98  -3.52
H  2.93  3.39  -2.95
H  1.55  -0.22  -4.61
H  2.86  0.95  -4.67
H  1.29  1.36  -5.33
H  4.12  2.88  1.57
H  4.98  2.11  0.27
H  5.18  1.56  1.93
H  1.91  1.32  3.17
H  2.85  -0.13  3.43
H  1.28  -0.22  2.63
H  4.44  -3.49  -0.49
H  3.05  -5.50  -0.50
H  0.64  -5.28  0.18
H  -0.21  -3.07  0.80
C  4.93  -1.41  1.26
C  3.80  -0.99  0.32
N  1.66  0.89  -0.08
C  2.07  0.50  -1.47
C  3.55  0.50  -1.51
N  4.24  -0.60  -1.02
C  5.55  -0.84  -1.54
N  6.52  0.15  -1.15
N  6.40  1.44  -1.54
N  7.31  2.15  -1.04
C  8.12  1.36  -0.26
C  9.25  1.66  0.50
C  9.84  0.62  1.18
C  9.33  -0.69  1.11
C  8.22  -1.00  0.35
C  7.61  0.04  -0.33
H  4.50  -1.62  2.24
H  5.65  -0.61  1.39
H  5.47  -2.30  0.94
H  1.71  -0.54  -1.61
H  4.07  1.11  -2.22
H  5.49  -0.82  -2.64
H  5.93  -1.81  -1.23
H  9.64  2.66  0.54
H  10.72  0.80  1.78
H  9.82  -1.46  1.67
H  7.86  -2.02  0.29


A structure of composition C31H52BrN5P2Sr. Source: the Open Molecules 2025 dataset; level of theory: wB97M-V/def2-TZVPD.

Calculated values
* Kohn-Sham gap: 7.429 eV
* E: -129885.017 eV
* net charge: +2
* E_LUMO: -0.2315 Eh

Atoms and positions in Å:
N  4.27  -2.75  3.10
C  3.52  -1.84  3.71
C  2.13  -1.79  3.57
C  1.50  -2.72  2.69
C  2.32  -3.69  2.07
C  3.70  -3.67  2.32
C  0.07  -2.67  2.44
Sr  0.13  -0.25  0.50
P  -2.15  0.54  -1.35
C  -0.53  -3.22  1.33
C  -1.94  -3.06  1.00
C  -2.48  -3.84  -0.05
C  -3.85  -3.80  -0.33
C  -4.66  -2.89  0.35
C  -4.14  -2.08  1.37
C  -2.78  -2.15  1.69
Br  -6.51  -2.78  -0.10
H  -0.55  -2.23  3.24
H  0.02  -3.90  0.68
H  1.55  -1.07  4.16
H  1.90  -4.46  1.43
H  4.02  -1.13  4.38
H  4.34  -4.44  1.88
H  -1.82  -4.49  -0.62
H  -2.38  -1.52  2.49
H  -4.27  -4.47  -1.07
H  -4.81  -1.42  1.92
P  2.06  -0.84  -1.85
C  -3.21  1.35  -0.06
C  -4.72  1.38  -0.29
H  -2.84  2.37  0.11
H  -3.02  0.79  0.88
H  -5.19  1.92  0.54
H  -4.99  1.92  -1.21
H  -5.17  0.38  -0.32
C  -3.23  -0.72  -2.13
C  -4.11  -0.27  -3.29
H  -3.84  -1.19  -1.34
H  -2.54  -1.51  -2.47
H  -4.64  -1.15  -3.69
H  -4.88  0.44  -2.98
H  -3.53  0.17  -4.10
C  -1.79  1.83  -2.62
C  -2.84  2.91  -2.86
H  -1.57  1.32  -3.57
H  -0.85  2.31  -2.30
H  -2.46  3.61  -3.62
H  -3.78  2.50  -3.25
H  -3.07  3.50  -1.96
C  3.02  0.51  -2.65
C  2.18  1.70  -3.11
H  3.54  0.06  -3.51
H  3.78  0.83  -1.93
H  2.85  2.47  -3.53
H  1.46  1.42  -3.89
H  1.63  2.16  -2.28
C  1.31  -1.63  -3.35
C  0.47  -2.87  -3.04
H  2.16  -1.88  -4.01
H  0.70  -0.86  -3.84
H  0.02  -3.23  -3.97
H  1.09  -3.68  -2.63
H  -0.34  -2.66  -2.33
C  3.43  -2.02  -1.51
C  4.42  -1.52  -0.46
H  3.94  -2.20  -2.47
H  2.96  -2.96  -1.18
H  5.10  -2.34  -0.19
H  5.03  -0.69  -0.82
H  3.93  -1.20  0.47
C  0.19  2.11  2.85
N  0.71  2.04  1.44
C  2.19  1.82  1.52
N  2.89  2.87  2.30
C  2.32  2.90  3.67
N  0.85  3.16  3.67
C  0.64  4.47  3.00
N  1.16  4.48  1.60
C  0.49  3.41  0.85
C  2.61  4.20  1.67
H  0.35  1.13  3.34
H  -0.89  2.35  2.80
H  2.59  1.83  0.49
H  2.38  0.85  2.03
H  2.81  3.71  4.23
H  2.51  1.93  4.16
H  -0.43  4.71  3.00
H  1.20  5.23  3.57
H  0.88  3.40  -0.18
H  -0.60  3.59  0.84
H  3.09  4.97  2.28
H  3.02  4.20  0.64


A structure of composition C31H52BrN5P2Zn. Source: the Open Molecules 2025 dataset; level of theory: wB97M-V/def2-TZVPD.

Calculated values
* Kohn-Sham gap (alpha / beta): 4.466 / 4.154 eV
* E: -177463.073 eV
* energy above the lowest of the compared OMol25 structures with the same formula, charge and spin: 0.0 kJ/mol
* net charge: +2
* E_LUMO (alpha / beta): -0.3044 / -0.3187 Eh

Atoms and positions in Å:
N  6.57  7.83  -2.17
C  7.18  6.67  -1.97
C  6.50  5.56  -1.48
C  5.10  5.65  -1.31
C  4.48  6.89  -1.53
C  5.27  7.97  -1.94
C  4.32  4.49  -0.94
Zn  0.05  -0.79  0.73
P  -4.38  -3.60  -3.45
C  3.03  4.29  -1.32
C  2.31  3.10  -0.96
C  1.08  2.71  -1.56
C  0.45  1.52  -1.15
C  0.97  0.77  -0.10
C  2.19  1.13  0.47
C  2.86  2.27  0.03
Br  -1.52  -2.12  -0.38
H  4.88  3.74  -0.37
H  2.51  5.01  -1.98
H  7.03  4.63  -1.27
H  3.41  7.01  -1.38
H  8.25  6.60  -2.19
H  4.81  8.94  -2.10
H  0.65  3.34  -2.35
H  3.82  2.50  0.49
H  -0.46  1.19  -1.66
H  2.66  0.58  1.28
P  -1.88  0.74  1.38
C  -2.58  -3.72  -3.83
C  -2.40  -4.19  -5.28
H  -2.11  -4.41  -3.12
H  -2.13  -2.73  -3.67
H  -1.39  -4.58  -5.43
H  -3.11  -4.99  -5.52
H  -2.55  -3.37  -5.98
C  -4.62  -1.78  -3.60
C  -6.10  -1.48  -3.83
H  -4.01  -1.42  -4.44
H  -4.26  -1.31  -2.68
H  -6.23  -0.50  -4.29
H  -6.55  -2.23  -4.50
H  -6.66  -1.49  -2.90
C  -4.37  -3.71  -1.63
C  -4.65  -5.09  -1.07
H  -5.06  -2.95  -1.22
H  -3.36  -3.39  -1.34
H  -4.83  -5.02  0.01
H  -5.52  -5.57  -1.53
H  -3.78  -5.75  -1.20
C  -2.90  0.00  2.73
C  -3.17  0.87  3.96
H  -2.39  -0.93  3.01
H  -3.85  -0.30  2.27
H  -2.26  1.08  4.53
H  -3.64  1.82  3.70
H  -3.86  0.35  4.63
C  -3.14  1.06  0.07
C  -3.22  2.47  -0.50
H  -4.11  0.77  0.50
H  -2.92  0.32  -0.72
H  -3.74  3.15  0.18
H  -2.24  2.89  -0.73
H  -3.80  2.45  -1.43
C  -1.34  2.37  2.01
C  -0.19  2.26  3.02
H  -2.21  2.86  2.47
H  -1.03  2.99  1.15
H  0.55  3.05  2.84
H  -0.53  2.37  4.05
H  0.34  1.30  2.95
C  2.54  -2.30  0.89
N  1.34  -2.08  1.77
C  1.73  -1.36  3.03
N  2.82  -2.01  3.72
C  3.97  -2.16  2.80
N  3.63  -2.98  1.61
C  3.15  -4.30  2.07
N  1.97  -4.16  2.96
C  0.90  -3.45  2.23
C  2.37  -3.36  4.13
H  2.91  -1.35  0.51
H  2.22  -2.91  0.03
H  0.83  -1.31  3.67
H  2.03  -0.33  2.78
H  4.78  -2.66  3.34
H  4.31  -1.17  2.47
H  2.87  -4.92  1.21
H  3.95  -4.77  2.65
H  0.04  -3.33  2.89
H  0.62  -4.04  1.35
H  3.23  -3.86  4.61
H  1.52  -3.27  4.83